--- a ---
The following is a DFT calculation (wB97M-V/def2-TZVPD) of a cluster of 2 separate species, HN2O5S in total.

## Properties
Frontier orbital gap   6.0 eV
Highest occupied orbital energy   -4.08 eV
Net charge   -1

Geometry as XYZ:
```
9
HN2O5S, DFT wB97M-V/def2-TZVPD
N -3.70 -0.42 -0.13
N -4.69 0.18 0.02
O 0.87 1.98 0.78
O -5.18 1.26 0.23
O 0.96 0.02 -0.84
O -1.21 1.34 -0.37
O -3.29 -1.53 -0.32
S 0.24 1.62 -0.51
H 1.09 -0.35 0.03
```

---

--- b ---
The following is a DFT calculation (wB97M-V/def2-TZVPD) of a structure of composition HN2O5S.

## Properties
Frontier orbital gap   9.8 eV
Highest occupied orbital energy   -5.71 eV
Net charge   -1

Geometry as XYZ:
```
9
HN2O5S, DFT wB97M-V/def2-TZVPD
N -0.30 -0.06 0.66
N -1.60 -0.14 0.95
O 0.44 0.81 1.35
O -2.25 -0.91 0.21
O 1.18 1.06 -0.99
O 1.59 2.94 0.56
O -0.66 2.37 -0.15
S 0.68 1.91 0.07
H 0.33 -0.15 -0.17
```

---

Taking the most stable structure as the zero point, the relative energies in hartree are a 0.0736; b 0.0000.